Formula: C12H20Br2Cl3O4P
Source: the OMol25 dataset
Level of theory: ωB97M-V with the def2-TZVPD basis set

Computed properties:
E_tot, eV: -207902.5785
E_HOMO, eV: -10.176
Energy relative to the best compared isomer or geometry (same formula, charge and spin), eV: 0.0000
Structure (SMILES): O=P(OCCCl)(OCCCl)O[C@H]1C[C@@H]([C@@H](Br)CBr)CC[C@H]1Cl

Element x y z (Å)
1 O -0.84830 2.25849 -0.83204
2 Cl 1.74633 1.95686 -4.32975
3 Cl -4.77370 2.89017 -3.29183
4 Cl -0.35429 -3.20235 0.43526
5 Br 1.57382 -1.94758 6.41183
6 Br 2.04333 1.19261 4.55198
7 O -0.19298 0.44759 -2.46000
8 O -2.78744 0.90699 -1.67521
9 O -1.01350 -0.18591 0.01162
10 C 0.38604 0.86098 -4.75284
11 C -3.70188 3.15111 -1.85513
12 C 0.96835 -1.41661 4.58957
13 C -0.70555 0.88149 -3.69695
14 C -3.57383 1.89347 -0.96502
15 C 2.14789 -2.24789 0.22400
16 C 2.42412 -2.09143 1.75668
17 C 0.48209 -0.40197 1.85982
18 C 0.71648 -1.88860 -0.22292
19 C 2.10265 -0.66394 3.83169
20 C 0.35392 -0.46609 0.32596
21 C 1.94104 -0.70363 2.27757
22 P -1.21274 0.84315 -1.23271
23 H 0.79180 -0.16192 -4.82031
24 H -0.06182 1.13489 -5.73086
25 H -4.14377 3.95687 -1.27387
26 H -2.72038 3.47083 -2.21280
27 H 0.08220 -0.78628 4.71451
28 H 0.69540 -2.29020 4.02989
29 H -1.00604 1.92395 -3.57469
30 H -1.54624 0.30379 -4.07823
31 H -4.55642 1.47288 -0.71042
32 H -3.09704 2.22629 -0.03085
33 H 2.87998 -1.63455 -0.36024
34 H 2.30535 -3.30801 -0.09669
35 H 1.87199 -2.88970 2.27375
36 H 3.47087 -2.26830 1.98859
37 H -0.20376 -1.10494 2.30908
38 H 0.17531 0.61088 2.17987
39 H 0.58964 -1.92058 -1.29328
40 H 3.08971 -1.12469 4.06229
41 H 1.05056 0.23685 -0.15165
42 H 2.61083 0.08507 1.81430

Formula: C12H20Br2FN3O4S
Source: the OMol25 dataset
Level of theory: ωB97M-V with the def2-TZVPD basis set

Computed properties:
E_tot, eV: -179056.2577
E_HOMO, eV: -9.172
Structure (SMILES): C#CCN(/C(Br)=C(\C)Br)S(=O)(=O)F.CNC(C)=O.CNC(C)=O

Element x y z (Å)
1 C 1.18729 -1.84238 -0.66988
2 C -0.00087 -2.02488 -1.43672
3 C -1.42818 -2.18135 -2.21756
4 N -2.59659 -1.44766 -1.63859
5 C -3.25920 -2.12871 -0.47459
6 Br -2.33429 -3.35983 0.85524
7 C -4.74594 -1.96059 -0.21486
8 C -5.76515 -1.07678 -1.14328
9 Br -5.60168 -2.88167 1.39228
10 S -2.38847 0.25849 -1.45945
11 O -3.55093 0.97132 -2.25615
12 O -2.66913 0.60849 0.04531
13 F -0.93563 0.92172 -2.07383
14 H 2.05724 -1.60426 0.10983
15 H -1.66462 -3.34949 -2.25430
16 H -1.25430 -1.83479 -3.34214
17 H -5.60115 -1.31735 -2.28356
18 H -5.57155 0.06830 -0.87420
19 H -6.89108 -1.27782 -0.80198
20 C 4.28831 3.32350 -3.20155
21 C 4.07965 2.51432 -1.95228
22 O 5.01917 2.11237 -1.26904
23 N 2.79875 2.22787 -1.58257
24 C 1.57345 2.60625 -2.24599
25 H 5.35952 3.47166 -3.36808
26 H 3.87491 2.79347 -4.06358
27 H 3.81680 4.30397 -3.09489
28 H 2.73706 1.67984 -0.73172
29 H 0.97483 3.19223 -1.54436
30 H 1.03257 1.69298 -2.50582
31 H 1.75206 3.19178 -3.14833
32 C 0.11823 0.27382 3.78025
33 C 1.02800 -0.68502 3.06473
34 O 0.91875 -0.91641 1.86240
35 N 1.99936 -1.30781 3.79138
36 C 2.28576 -1.17003 5.19980
37 H -0.60393 0.69187 3.07251
38 H -0.43211 -0.24931 4.56664
39 H 0.70081 1.09565 4.20476
40 H 2.57266 -1.93849 3.24216
41 H 3.31574 -0.82032 5.30387
42 H 2.19126 -2.15525 5.66299
43 H 1.61257 -0.46973 5.69514

Formula: C12H20Br2O5S
Source: the OMol25 dataset
Level of theory: ωB97M-V with the def2-TZVPD basis set

Computed properties:
E_tot, eV: -173922.1650
E_HOMO, eV: -9.694

Element x y z (Å)
1 C 1.99186 -3.45603 0.73122
2 C 1.84261 -1.89884 0.28749
3 C 3.17478 -1.05660 0.52780
4 O 4.19525 -1.69010 0.90865
5 O 3.31253 0.35083 0.40114
6 C 2.76467 0.85735 -0.84436
7 C 1.79033 2.08178 -0.47064
8 C 0.63504 1.57365 0.51544
9 C -0.65830 1.25128 -0.43036
10 C -1.75514 0.59896 0.58587
11 C -2.90962 -0.18434 -0.19376
12 Br -4.29724 -0.95030 1.00621
13 C -2.17653 -1.45854 -0.94209
14 C -2.14228 -1.28822 -2.54584
15 Br -3.03160 -3.18414 -0.44917
16 C -2.26164 1.79865 1.51642
17 O -1.26926 2.18131 2.53066
18 S 0.11534 2.80695 1.78887
19 O -0.15312 4.15252 1.17823
20 O 1.20482 2.85057 2.83444
21 H 1.87252 -3.46850 1.87821
22 H 3.00773 -3.89052 0.43564
23 H 1.13708 -4.05533 0.25242
24 H 1.63154 -1.92488 -0.84521
25 H 0.90948 -1.48656 0.79413
26 H 2.28725 0.07149 -1.51520
27 H 3.63814 1.31837 -1.43973
28 H 1.29032 2.46700 -1.43438
29 H 2.37588 2.95876 -0.00347
30 H 0.85717 0.59955 1.06045
31 H -1.06619 2.26323 -0.76166
32 H -0.37958 0.55669 -1.28790
33 H -1.18005 -0.14894 1.25396
34 H -3.39037 0.47328 -0.99650
35 H -1.10020 -1.48318 -0.56826
36 H -2.09819 -2.32000 -3.02693
37 H -1.25586 -0.66046 -2.89366
38 H -3.13336 -0.80726 -2.85616
39 H -3.19220 1.47337 2.11006
40 H -2.58360 2.72712 0.90793

Formula: C12H20Cl2LaN2Se
Source: the OMol25 dataset
Level of theory: ωB97M-V with the def2-TZVPD basis set

Computed properties:
E_tot, eV: -106994.5609
E_HOMO (alpha / beta), eV: -1.656 / -1.195
Net charge: -1
Energy relative to the best compared isomer or geometry (same formula, charge and spin), eV: 4.8404

Element x y z (Å)
1 La -2.17115 -1.94109 -0.83234
2 Cl -3.06703 -0.98353 -3.04877
3 Cl -3.60908 -2.17298 1.32733
4 C 1.38146 2.09502 1.50111
5 H 2.08581 1.23482 1.55182
6 H 0.49746 2.05421 2.14969
7 C 0.64012 -0.33132 -2.53162
8 C 1.71935 3.18268 0.85764
9 H 1.71025 -0.26973 -2.03992
10 C 0.72855 3.94935 -0.09771
11 H 2.65664 3.03425 0.24522
12 C -0.44946 3.08208 -0.93198
13 H 0.12261 4.72109 0.39797
14 H 1.26190 4.43505 -0.93325
15 C -0.23709 2.49053 -2.40153
16 H -1.02602 2.33298 -0.34183
17 H -1.13473 3.93492 -1.14571
18 C 0.32794 1.11403 -3.01136
19 H -1.27775 2.47644 -2.79086
20 H 0.24226 3.32820 -2.95763
21 H -0.39862 0.90011 -3.81670
22 H 1.20683 1.41846 -3.57141
23 C -0.18468 -0.83775 3.29198
24 N -0.16505 -1.94987 2.34601
25 C -0.13475 -3.28353 2.69288
26 C -0.10974 -4.00916 1.58380
27 N -0.16359 -3.13525 0.52197
28 C 0.04678 -3.50259 -0.87417
29 C -0.14564 -1.84532 0.99313
30 Se 0.04295 -0.37665 -0.21101
31 H -0.05248 -1.23691 4.30643
32 H -1.15972 -0.32607 3.24220
33 H 0.64522 -0.14398 3.08903
34 H -0.13675 -3.58895 3.71232
35 H -0.05196 -5.06781 1.42888
36 H 0.99983 -4.03610 -0.99271
37 H -0.78702 -4.16442 -1.20126
38 H 0.14636 -2.58119 -1.50765

Formula: C12H20Cl2O4Pb
Source: the OMol25 dataset
Level of theory: ωB97M-V with the def2-TZVPD basis set

Computed properties:
E_tot, eV: -51250.0036
E_HOMO (alpha / beta), eV: -0.689 / -0.798
Net charge: -2
Energy relative to the best compared isomer or geometry (same formula, charge and spin), eV: 0.0000

Element x y z (Å)
1 C 0.52701 -1.02859 -2.35776
2 C 0.87390 0.31037 -2.57823
3 C -0.25315 1.10619 -2.31808
4 C 2.22998 0.82574 -2.95390
5 C -1.32438 0.24986 -2.02036
6 C -0.83840 -1.07461 -2.02286
7 C -1.63105 -2.29374 -1.75552
8 C 1.46613 -2.17388 -2.45143
9 C -0.28636 2.59170 -2.34835
10 C -2.72939 0.63678 -1.76460
11 Pb -0.52638 -1.61303 2.45640
12 Cl 2.74962 0.32087 0.02557
13 Cl 1.22240 -3.93824 0.43082
14 O -1.65154 -0.51927 0.99801
15 H 2.99770 0.18330 -2.52044
16 H 2.37167 1.82780 -2.53215
17 H 2.33985 0.86790 -4.03759
18 H 0.55444 2.98099 -1.74652
19 H -1.22494 2.96307 -1.94725
20 H -0.16748 2.97547 -3.37251
21 H -2.79584 1.71854 -1.53831
22 H -3.12410 0.06727 -0.90325
23 H -3.37442 0.43425 -2.64089
24 H -2.49229 -2.05432 -1.11555
25 H -1.00987 -3.05203 -1.23827
26 H -2.00480 -2.74484 -2.69172
27 H 2.42465 -1.88741 -1.97776
28 H 1.64557 -2.47333 -3.50126
29 H 1.08964 -3.03137 -1.88078
30 H -1.42143 0.46341 1.07410
31 O -0.69184 -3.11300 1.05694
32 H -1.05800 -3.79257 1.68624
33 C -0.27263 3.25243 3.51938
34 C -0.49200 1.92196 2.74981
35 O -0.23073 0.87263 3.40532
36 O -1.03508 2.00991 1.61056
37 H 0.04640 3.09973 4.49265
38 H -1.19504 3.83645 3.50336
39 H 0.46528 3.80876 2.96042

Formula: C12H20F6IrNO9S2
Source: the OMol25 dataset
Level of theory: ωB97M-V with the def2-TZVPD basis set

Computed properties:
E_tot, eV: -73463.6585
E_HOMO (alpha / beta), eV: -19.372 / -19.385
Net charge: +3
Spin multiplicity: 2
Energy relative to the best compared isomer or geometry (same formula, charge and spin), eV: 0.5862

Element x y z (Å)
1 Ir -0.28729 0.03770 0.67232
2 C -2.69819 0.55938 -1.14263
3 C -2.07505 1.84775 -1.56835
4 O -1.23891 2.24968 -0.49297
5 C -0.32826 3.29561 -0.80677
6 C 0.94095 2.64163 -1.27849
7 O 1.28724 1.66761 -0.26834
8 C 2.49043 0.94328 -0.58188
9 C 2.12685 -0.39284 -1.16157
10 O 1.29541 -0.99794 -0.12683
11 C 1.02464 -2.42203 -0.19348
12 C 0.27923 -2.75669 1.07874
13 O -0.83345 -1.80247 1.29039
14 C -2.15488 -2.13615 0.74975
15 C -2.16220 -1.77988 -0.70979
16 O -1.61534 -0.42964 -0.88501
17 H -3.31118 0.13567 -1.93573
18 H -3.27601 0.67462 -0.22379
19 H -2.86067 2.58630 -1.75091
20 H -1.50318 1.70403 -2.49056
21 H -0.16190 3.85185 0.11460
22 H -0.73060 3.97540 -1.55905
23 H 1.75432 3.36194 -1.37070
24 H 0.79990 2.13499 -2.23747
25 H 3.03993 0.80775 0.34961
26 H 3.11187 1.51096 -1.27462
27 H 3.00047 -1.02923 -1.30028
28 H 1.54956 -0.32841 -2.08594
29 H 1.97545 -2.95529 -0.22351
30 H 0.46037 -2.63695 -1.10059
31 H 0.90715 -2.62863 1.95799
32 H -0.13963 -3.76119 1.05932
33 H -2.85142 -1.53498 1.33193
34 H -2.34143 -3.19423 0.92763
35 H -3.17518 -1.79913 -1.10724
36 H -1.54740 -2.44448 -1.31123
37 F -1.85800 0.61761 5.58974
38 C -1.73318 -0.11522 4.52024
39 F -2.89913 -0.41162 4.00319
40 F -1.01567 -1.18685 4.73102
41 S -0.81761 0.91900 3.17489
42 O 0.42559 0.20491 2.73839
43 O -1.70145 0.90213 1.97090
44 N -0.66494 2.38343 3.65491
45 S 0.12322 2.81450 4.96931
46 O 0.77054 1.74152 5.64616
47 O -0.41558 3.99289 5.53485
48 C 2.09936 3.89529 4.16653
49 F 1.97908 5.06163 4.65221
50 F 1.94043 3.79590 2.88795
51 F 3.00907 3.15230 4.66379

> Which of these has the highest E_tot?

C12H20Cl2O4Pb

> E_tot of number 5 (C12H20Cl2O4Pb)?

-51250.0036 eV

What did the first record say?
Formula: C12H20Br2Cl3O4P
Source: the OMol25 dataset
Level of theory: ωB97M-V with the def2-TZVPD basis set

Computed properties:
E_tot, eV: -207902.5785
E_HOMO, eV: -10.176
Energy relative to the best compared isomer or geometry (same formula, charge and spin), eV: 0.0000
Structure (SMILES): O=P(OCCCl)(OCCCl)O[C@H]1C[C@@H]([C@@H](Br)CBr)CC[C@H]1Cl

Element x y z (Å)
1 O -0.84830 2.25849 -0.83204
2 Cl 1.74633 1.95686 -4.32975
3 Cl -4.77370 2.89017 -3.29183
4 Cl -0.35429 -3.20235 0.43526
5 Br 1.57382 -1.94758 6.41183
6 Br 2.04333 1.19261 4.55198
7 O -0.19298 0.44759 -2.46000
8 O -2.78744 0.90699 -1.67521
9 O -1.01350 -0.18591 0.01162
10 C 0.38604 0.86098 -4.75284
11 C -3.70188 3.15111 -1.85513
12 C 0.96835 -1.41661 4.58957
13 C -0.70555 0.88149 -3.69695
14 C -3.57383 1.89347 -0.96502
15 C 2.14789 -2.24789 0.22400
16 C 2.42412 -2.09143 1.75668
17 C 0.48209 -0.40197 1.85982
18 C 0.71648 -1.88860 -0.22292
19 C 2.10265 -0.66394 3.83169
20 C 0.35392 -0.46609 0.32596
21 C 1.94104 -0.70363 2.27757
22 P -1.21274 0.84315 -1.23271
23 H 0.79180 -0.16192 -4.82031
24 H -0.06182 1.13489 -5.73086
25 H -4.14377 3.95687 -1.27387
26 H -2.72038 3.47083 -2.21280
27 H 0.08220 -0.78628 4.71451
28 H 0.69540 -2.29020 4.02989
29 H -1.00604 1.92395 -3.57469
30 H -1.54624 0.30379 -4.07823
31 H -4.55642 1.47288 -0.71042
32 H -3.09704 2.22629 -0.03085
33 H 2.87998 -1.63455 -0.36024
34 H 2.30535 -3.30801 -0.09669
35 H 1.87199 -2.88970 2.27375
36 H 3.47087 -2.26830 1.98859
37 H -0.20376 -1.10494 2.30908
38 H 0.17531 0.61088 2.17987
39 H 0.58964 -1.92058 -1.29328
40 H 3.08971 -1.12469 4.06229
41 H 1.05056 0.23685 -0.15165
42 H 2.61083 0.08507 1.81430

> What is the E_tot in the first record?

-207902.5785 eV